Model P:
Below is a single C5H3NO molecule, with properties calculated with the ωB97M-V functional and the def2-TZVPD basis.

ORCA input file:
```
! RIJCOSX wB97M-V def2-TZVPD def2/J DEFGRID3
* xyz 0 1
C 2.4335 -0.6599 -0.2314
C 1.2753 -0.3330 -0.1620
C -0.0788 0.1126 -0.0638
C -0.4396 1.5468 -0.0551
O -1.5762 1.9509 0.0480
N -2.0889 -1.4371 -0.0172
C -1.1112 -0.7277 0.0032
H 3.4577 -0.9541 -0.3020
H 0.4254 2.2255 -0.1738
H -2.4075 -1.8184 0.8702
*
```

Calculated values
SMILES string: C#CC(=C=N)C=O
HOMO-LUMO gap: 9.4 eV

Löwdin atomic charge list, values in e, 6 entries:
1. C 0.13
2. C -0.12
3. C -0.22
4. C -0.24
5. O 0.04
6. N 0.22

Model Q:
Below is a single C5H3NO molecule, with properties calculated with the ωB97M-V functional and the def2-TZVPD basis.

ORCA input file:
```
! RIJCOSX wB97M-V def2-TZVPD def2/J DEFGRID3
* xyz 0 1
N -1.4721 2.7252 -0.3670
C -0.9113 1.7146 -0.3347
C -0.3118 0.3749 -0.3369
C -0.5049 -0.4429 0.9744
O 0.2394 -1.3559 1.2111
C 1.6623 -0.9362 -0.4666
C 1.0544 0.0759 -0.7905
H -1.3334 -0.2363 1.6611
H 2.2654 -1.7905 -0.2781
H -0.8383 -0.2040 -1.1022
*
```

Calculated values
SMILES string: C#C[C@H](C#N)C=O
HOMO-LUMO gap: 10.6 eV

Löwdin atomic charge list, values in e, 6 entries:
1. N 0.16
2. C -0.18
3. C -0.29
4. C -0.16
5. O 0.05
6. C 0.13

Model R:
Below is a single C5H3NO molecule, with properties calculated with the ωB97M-V functional and the def2-TZVPD basis.

ORCA input file:
```
! RIJCOSX wB97M-V def2-TZVPD def2/J DEFGRID3
* xyz 0 1
C 2.7309 -0.8961 2.4762
C 1.7832 -0.7151 1.7409
C 0.7022 -0.4967 0.9122
C -0.2029 -0.2659 0.1355
C -1.3043 -0.0174 -0.7883
N -1.3862 1.2161 -1.3006
H 3.5686 -1.0470 3.1360
O -1.4579 -0.8264 -1.7522
H -1.4384 1.9723 -0.6287
H -1.6078 0.7812 -2.4071
*
```

Calculated values
SMILES string: C#CC#CC(N)=O
HOMO-LUMO gap: 9.3 eV

Löwdin atomic charge list, values in e, 6 entries:
1. C 0.14
2. C -0.14
3. C -0.03
4. C 0.09
5. C -0.52
6. N 0.10

Model S:
Below is a single C5H3NO molecule, with properties calculated with the ωB97M-V functional and the def2-TZVPD basis.

ORCA input file:
```
! RIJCOSX wB97M-V def2-TZVPD def2/J DEFGRID3
* xyz 0 1
O 0.6065 -0.3047 -2.1516
C -0.0830 -0.3621 -0.9940
C 0.6678 -0.2190 0.1243
C 0.2628 0.4076 1.3179
C -0.0563 1.0489 2.2856
C -1.4908 -0.6445 -1.0356
N -2.5955 -0.9916 -1.0005
H 1.3870 0.1466 -1.7631
H 1.6631 -0.6586 0.0589
H -0.3615 1.5774 3.1582
*
```

Calculated values
SMILES string: C#C/C=C(/O)C#N
HOMO-LUMO gap: 8.4 eV

Löwdin atomic charge list, values in e, 6 entries:
1. O 0.07
2. C -0.34
3. C -0.09
4. C -0.14
5. C 0.14
6. C -0.11

Relative to the most stable structure, the computed energies are model P 0.0; model Q 76.5; model R 224.0; model S 42.7, all in kJ/mol.

Model P:
Below is a single C3H3N3O molecule, with properties calculated with the ωB97M-V functional and the def2-TZVPD basis.

ORCA input file:
```
! RIJCOSX wB97M-V def2-TZVPD def2/J DEFGRID3
* xyz 0 1
C 0.3080 1.2408 1.1993
C 0.3033 -0.0506 -0.9798
C -0.6165 -1.0717 -0.2082
H -1.0805 -0.0392 1.5149
H 0.9433 1.9906 1.6774
H 1.7707 1.3872 -0.3564
N -0.5386 0.7504 1.9305
N 0.7769 0.8215 -0.0905
N -1.3401 -1.8827 0.1626
O 0.7637 -0.2342 -2.1153
*
```

Calculated values
SMILES string: [H]/N=C\NC(=O)C#N
HOMO-LUMO gap: 10.5 eV

Löwdin atomic charge list, values in e, 6 entries:
1. C -0.29
2. C -0.44
3. C -0.10
4. H 0.04
5. H 0.11
6. H 0.25

Model Q:
Below is a single C3H3N3O molecule, with properties calculated with the ωB97M-V functional and the def2-TZVPD basis.

ORCA input file:
```
! RIJCOSX wB97M-V def2-TZVPD def2/J DEFGRID3
* xyz 0 1
C 0.2568 -0.0518 -1.1619
C 0.1887 -0.5054 1.0730
C -0.5367 0.6628 1.3511
H 0.8319 -1.1174 -2.6109
H 0.4096 -1.2205 1.9269
H -0.8189 0.8771 2.3439
N 0.3594 -0.2788 -2.4258
N 0.5469 -0.9747 -0.1061
N -0.8618 1.4841 0.4223
O -0.3759 1.1245 -0.8125
*
```

Calculated values
SMILES string: [H]/N=c1\nccno1
HOMO-LUMO gap: 8.6 eV

Löwdin atomic charge list, values in e, 6 entries:
1. C -0.45
2. C -0.11
3. C -0.13
4. H 0.03
5. H 0.13
6. H 0.10

Relative to the most stable structure, the computed energies are model P 0.0; model Q 105.2, all in kJ/mol.

Model P:
Below is a single C3H3N3O molecule, with properties calculated with the ωB97M-V functional and the def2-TZVPD basis.

ORCA input file:
```
! RIJCOSX wB97M-V def2-TZVPD def2/J DEFGRID3
* xyz 0 1
O -2.7578 -0.9301 1.5281
C -2.2335 -0.4626 0.5552
N -0.8111 -0.3254 0.4360
C 2.5282 -0.7481 -0.2550
N 1.7111 0.1172 -0.3411
C 0.7305 0.9282 -0.6199
N -0.5807 0.6467 -0.3361
H -2.7863 -0.1079 -0.3365
H 3.2506 -0.9589 0.5231
H 0.9490 1.8409 -1.1538
*
```

Calculated values
HOMO-LUMO gap (alpha / beta): 7.7 / 7.7 eV

Löwdin atomic charge list, values in e, 6 entries:
1. O 0.06
2. C -0.33
3. N 0.03
4. C 0.15
5. N 0.00
6. C -0.20

Model Q:
Below is a single C3H3N3O molecule, with properties calculated with the ωB97M-V functional and the def2-TZVPD basis.

ORCA input file:
```
! RIJCOSX wB97M-V def2-TZVPD def2/J DEFGRID3
* xyz 0 1
O 2.8240 0.1833 0.2911
C 1.8084 -0.4222 0.1701
N 0.4319 0.0914 -0.0592
C -0.4355 1.1711 -0.4572
N -1.6732 0.7901 -0.3244
C -1.5881 -0.4798 0.1619
N -0.3832 -0.9293 0.3187
H 1.7149 -1.5231 0.2811
H -0.2599 2.1957 -0.8165
H -2.4392 -1.0773 0.4344
*
```

Calculated values
SMILES string: O=Cn1cncn1
HOMO-LUMO gap: 10.9 eV

Löwdin atomic charge list, values in e, 6 entries:
1. O 0.10
2. C -0.22
3. N -0.04
4. C -0.10
5. N 0.07
6. C -0.22

Relative to the most stable structure, the computed energies are model P 294.9; model Q 0.0, all in kJ/mol.

Model P:
Below is a single C3H3N3O molecule, with properties calculated with the ωB97M-V functional and the def2-TZVPD basis.

ORCA input file:
```
! RIJCOSX wB97M-V def2-TZVPD def2/J DEFGRID3
* xyz 0 1
O 2.0732 -0.3004 0.3003
C 0.7699 -0.0649 0.1473
C 0.2655 1.2464 0.0342
N -1.0171 1.4459 -0.1920
N -1.8349 0.3971 -0.3301
C -1.3108 -0.8073 -0.1786
N -0.0338 -1.1018 0.0843
H 2.1472 -1.2720 0.3217
H 0.9100 2.1162 0.1241
H -1.9663 -1.6636 -0.3038
*
```

Calculated values
SMILES string: Oc1cnncn1
HOMO-LUMO gap: 9.9 eV

Löwdin atomic charge list, values in e, 6 entries:
1. O 0.10
2. C -0.39
3. C -0.06
4. N 0.03
5. N 0.02
6. C -0.20

Model Q:
Below is a single C3H3N3O molecule, with properties calculated with the ωB97M-V functional and the def2-TZVPD basis.

ORCA input file:
```
! RIJCOSX wB97M-V def2-TZVPD def2/J DEFGRID3
* xyz 0 1
O 2.1634 -1.8865 0.1294
C 1.4175 -1.0876 0.8803
C -0.4680 2.6700 -0.1001
N -0.5999 1.5536 -0.4536
N -0.5683 0.3945 -0.9076
C -0.8025 -0.6312 0.0546
N 0.1161 -1.2392 0.6706
H 1.6276 -2.3992 -0.5095
H -1.0450 3.5633 0.0468
H -1.8409 -0.9377 0.1891
*
```

Calculated values
HOMO-LUMO gap: 9.2 eV

Löwdin atomic charge list, values in e, 6 entries:
1. O 0.00
2. C -0.18
3. C 0.14
4. N -0.12
5. N 0.04
6. C -0.20

Relative to the most stable structure, the computed energies are model P 0.0; model Q 455.1, all in kJ/mol.

Model P:
Below is a molecular structure, C3H3N3O, with properties calculated with the ωB97M-V functional and the def2-TZVPD basis.

ORCA input file:
```
! RIJCOSX wB97M-V def2-TZVPD def2/J DEFGRID3
* xyz 0 1
O 2.2590 -1.4893 0.2193
C 1.1738 -1.0470 0.0797
N 1.0766 0.8386 0.1262
N -0.0322 1.4695 0.1152
C -1.1331 0.7151 -0.0547
C -1.1010 -0.6596 -0.1778
N -0.0502 -1.4745 -0.1113
H 1.8270 1.5350 0.2353
H -2.0782 1.2395 -0.0906
H -2.0524 -1.1652 -0.3367
*
```

Calculated values
HOMO-LUMO gap (alpha / beta): 8.8 / 8.8 eV

Löwdin atomic charge list, values in e, 6 entries:
1. O 0.13
2. C -0.36
3. N 0.07
4. N 0.00
5. C -0.16
6. C -0.12

Model Q:
Below is a molecular structure, C3H3N3O, with properties calculated with the ωB97M-V functional and the def2-TZVPD basis.

ORCA input file:
```
! RIJCOSX wB97M-V def2-TZVPD def2/J DEFGRID3
* xyz 0 1
O -0.6423 1.0531 1.2339
C -0.8837 0.6243 0.0465
C -1.1389 -0.8302 -0.0351
N 0.0103 -1.3691 0.1672
N 1.1379 -0.5655 0.2983
C 1.0941 0.4009 -0.7197
N -0.0092 1.0653 -0.8903
H 0.4386 0.4542 1.2072
H -2.0397 -1.4101 -0.1880
H 1.9961 0.6480 -1.2741
*
```

Calculated values
HOMO-LUMO gap (alpha / beta): 8.9 / 8.9 eV

Löwdin atomic charge list, values in e, 6 entries:
1. O 0.04
2. C -0.40
3. C -0.05
4. N 0.04
5. N -0.05
6. C -0.19

Model R:
Below is 2 unconnected molecules or ions with the total composition C3H3N3O, with properties calculated with the ωB97M-V functional and the def2-TZVPD basis.

ORCA input file:
```
! RIJCOSX wB97M-V def2-TZVPD def2/J DEFGRID3
* xyz 0 1
C -2.3971 0.5294 -0.3629
C 0.3632 -0.9315 0.7552
C 1.3823 0.0258 0.8894
N -3.4389 0.9286 -0.5975
N 0.5879 -0.0386 -1.1322
N -0.1865 -0.7897 -0.4361
O 1.5387 0.6839 -0.2918
H -0.2089 -1.5134 1.4084
H 2.1239 0.4777 1.4809
H 0.2355 0.6279 -1.7134
*
```

Calculated values
HOMO-LUMO gap (alpha / beta): 6.2 / 6.2 eV

Löwdin atomic charge list, values in e, 6 entries:
1. C -0.39
2. C -0.07
3. C 0.04
4. N -0.16
5. N 0.07
6. N 0.07

Model S:
Below is a molecular structure, C3H3N3O, with properties calculated with the ωB97M-V functional and the def2-TZVPD basis.

ORCA input file:
```
! RIJCOSX wB97M-V def2-TZVPD def2/J DEFGRID3
* xyz 0 1
C 0.6645 0.9524 0.9869
C -0.7879 0.4274 -0.2411
C 0.3112 -0.2663 0.0811
H 1.5247 1.5353 0.6590
H 0.6258 0.7847 2.0683
H 0.7550 -2.1350 -0.9240
N -1.6747 -0.1724 -1.0555
N -0.9945 -1.2985 -1.3758
N 0.1536 -1.3673 -0.6944
O -0.5777 1.5395 0.4956
*
```

Calculated values
HOMO-LUMO gap: 9.6 eV

Löwdin atomic charge list, values in e, 6 entries:
1. C -0.02
2. C -0.40
3. C -0.11
4. H 0.12
5. H 0.12
6. H 0.15

Relative to the most stable structure, the computed energies are model P 0.0; model Q 303.9; model R 476.0; model S 209.9, all in kJ/mol.

Model P:
Below is 5 unconnected molecules or ions with the total composition H9O4S, with properties calculated with the ωB97M-V functional and the def2-TZVPD basis.

ORCA input file:
```
! RIJCOSX wB97M-V def2-TZVPD def2/J DEFGRID3
* xyz -1 1
S -1.7028 1.4296 0.8989
H -1.6078 0.3361 1.6754
H -1.4299 0.0755 -1.8991
H -1.5722 -1.3891 -2.0161
O -1.1928 -0.6402 -2.5089
H 1.1213 0.1917 1.8246
H 2.4644 0.0147 1.1984
O 1.9618 -0.2571 1.9817
H 0.4625 1.7073 0.3342
H 1.0609 2.4072 -0.8419
O 1.3279 1.8305 -0.1174
H 0.0018 -1.8430 -0.8912
H -0.6042 -1.5654 0.4549
O -0.2907 -2.2978 -0.0933
*
```

Calculated values
HOMO-LUMO gap: 7.8 eV

Löwdin atomic charge list, values in e, 6 entries:
1. S -0.07
2. H -0.42
3. H -0.01
4. H 0.02
5. O -0.10
6. H -0.01

Model Q:
Below is 5 unconnected molecules or ions with the total composition H9O4S, with properties calculated with the ωB97M-V functional and the def2-TZVPD basis.

ORCA input file:
```
! RIJCOSX wB97M-V def2-TZVPD def2/J DEFGRID3
* xyz -1 1
S 0.5205 -0.6358 -0.2108
H 1.8080 -0.4963 0.1436
H -0.8049 -2.6119 -1.6675
H -2.0143 -2.9745 -0.8120
O -1.6686 -3.0438 -1.7036
H -0.2442 1.8000 -0.2981
H -1.6023 1.6116 -0.8538
O -1.0482 2.3160 -0.4967
H -0.6458 0.7232 2.7392
H -0.4130 -0.4409 1.8548
O -0.7829 -0.2267 2.7315
H 3.0635 1.4156 -0.3752
H 1.6100 1.5891 -0.0319
O 2.4133 2.1081 -0.2374
*
```

Calculated values
HOMO-LUMO gap: 8.1 eV

Löwdin atomic charge list, values in e, 6 entries:
1. S 0.13
2. H -0.35
3. H -0.05
4. H 0.02
5. O -0.11
6. H -0.08

Relative to the most stable structure, the computed energies are model P 6.1; model Q 0.0, all in kJ/mol.